The following is a DFT calculation (ωB97M-V/def2-TZVPD) of a molecular structure, C29H47BrN2OP2Sr.

The charge is +2. The HOMO energy comes out at -11.853 eV. The LUMO energy is -6.411 eV. For the energy above the lowest of the compared OMol25 structures with the same formula, charge and spin, the calculation gives 0.0 kcal per mole. As for the frontier orbital gap: 5.44 eV. Its energy is -4604.92202 hartree.

Last column: Löwdin charge in e.
Element x y z (Å)
C  -1.223  6.776  -4.857  0.00
C  -1.561  5.416  -4.913  -0.23
C  -1.681  4.816  -6.185  0.01
C  -1.437  5.584  -7.331  -0.10
N  -1.127  6.879  -7.243  0.08
C  -0.991  7.469  -6.057  -0.10
C  -1.573  4.607  -3.721  0.10
C  -1.101  3.692  -3.019  -0.10
C  -0.045  2.665  -2.840  -0.33
C  1.226  2.941  -2.290  -0.01
C  2.104  1.905  -1.975  -0.04
C  1.769  0.571  -2.275  -0.29
C  0.529  0.311  -2.867  -0.09
C  -0.350  1.333  -3.166  -0.08
Sr  -1.802  2.586  -0.713  1.36
P  2.918  -0.796  -1.928  1.04
H  -1.868  3.748  -6.248  0.12
H  -1.047  7.246  -3.895  0.12
H  -1.486  5.122  -8.321  0.12
H  -0.676  8.519  -6.028  0.12
H  -1.244  1.094  -3.733  0.12
H  1.502  3.990  -2.138  0.14
H  0.199  -0.693  -3.124  0.09
H  3.035  2.134  -1.442  0.12
C  1.778  -1.847  -0.994  -0.31
C  2.063  -3.232  -0.381  -0.09
H  0.891  -1.990  -1.632  0.05
H  1.446  -1.169  -0.176  0.06
H  1.648  -3.251  0.653  0.09
H  1.518  -4.007  -0.948  0.08
H  3.122  -3.536  -0.346  0.07
C  3.319  -1.434  -3.580  -0.30
C  3.579  -0.360  -4.646  -0.10
H  2.458  -2.066  -3.871  0.10
H  4.218  -2.067  -3.469  0.10
H  3.662  -0.842  -5.629  0.09
H  2.762  0.372  -4.679  0.07
H  4.506  0.204  -4.461  0.09
C  4.452  -0.231  -1.175  -0.32
C  5.537  -1.291  -0.963  -0.10
H  4.193  0.255  -0.217  0.10
H  4.835  0.557  -1.849  0.11
H  6.451  -0.792  -0.619  0.10
H  5.234  -2.020  -0.207  0.08
H  5.756  -1.835  -1.886  0.07
Br  -1.840  -0.283  -0.300  -0.07
P  -2.610  -3.056  -3.998  0.98
C  -0.761  -3.271  -3.839  -0.45
C  -0.389  -4.719  -4.169  -0.18
H  -0.459  -3.009  -2.813  0.04
H  -0.272  -2.579  -4.544  0.06
H  0.694  -4.819  -4.300  0.06
H  -0.693  -5.398  -3.362  0.07
H  -0.868  -5.053  -5.099  0.07
C  -3.125  -2.886  -2.229  -0.49
C  -4.515  -3.444  -1.925  -0.17
H  -3.059  -1.824  -1.945  -0.05
H  -2.377  -3.445  -1.650  0.07
H  -4.692  -3.390  -0.847  0.07
H  -5.313  -2.871  -2.409  0.07
H  -4.601  -4.495  -2.221  0.07
C  -2.737  -1.336  -4.674  -0.44
C  -3.051  -1.421  -6.173  -0.18
H  -1.806  -0.780  -4.486  0.03
H  -3.564  -0.852  -4.132  0.08
H  -3.336  -0.440  -6.563  0.06
H  -2.187  -1.771  -6.748  0.07
H  -3.886  -2.108  -6.358  0.07
C  1.534  2.357  4.221  -0.02
N  0.749  2.832  3.078  -0.12
C  0.000  4.081  3.202  -0.01
C  0.500  2.021  2.039  -0.44
C  1.208  0.706  1.968  0.01
O  -0.308  2.428  1.136  -0.27
H  1.507  3.091  5.034  0.10
H  2.580  2.165  3.944  0.10
H  1.121  1.408  4.601  0.10
H  0.291  4.810  2.432  0.10
H  -1.081  3.915  3.100  0.10
H  0.210  4.495  4.192  0.10
H  1.141  0.135  2.905  0.10
H  0.752  0.099  1.181  0.02
H  2.287  0.837  1.775  0.10

***

The following is a DFT calculation (ωB97M-V/def2-TZVPD) of a molecular structure, C29H47Cl2CrFN3O4Si.

The expectation value of S² is 3.88. The spin multiplicity is 4. The HOMO energy (spin up / spin down) comes out at -7.901 / -8.001 eV. The LUMO energy (spin up / spin down) is -0.585 / 0.128 eV. For the energy above the lowest of the compared OMol25 structures with the same formula, charge and spin, the calculation gives 65.2 kcal per mole. As for the frontier orbital gap (spin up / spin down): 7.32 / 8.13 eV. Its energy is -3952.61636 hartree.

Last column: Löwdin charge in e.
Element x y z (Å)
C  3.155  -2.309  -1.914  -0.07
C  2.594  -1.563  -3.083  -0.29
H  2.699  -3.307  -1.813  0.07
H  2.954  -1.710  -1.019  0.07
H  4.248  -2.451  -2.028  0.10
C  2.676  -2.119  -4.326  -0.16
C  2.933  -3.565  -4.617  -0.10
H  2.743  -1.499  -5.229  0.11
H  2.321  -4.229  -3.994  0.07
H  3.992  -3.807  -4.459  0.08
H  2.707  -3.832  -5.657  0.07
Cr  1.724  1.386  -0.182  0.62
Cl  3.774  1.983  -0.794  0.11
C  -0.484  3.285  0.217  -0.25
O  -0.219  2.041  0.189  -0.13
N  -1.716  3.774  0.331  -0.15
C  -2.821  2.853  0.537  0.00
C  -2.011  5.155  -0.044  -0.03
H  0.304  4.055  0.143  0.16
H  -2.646  2.278  1.446  0.11
H  -2.874  2.177  -0.320  0.08
H  -3.728  3.445  0.638  0.09
H  -1.371  5.874  0.491  0.10
H  -3.061  5.387  0.154  0.09
H  -1.838  5.328  -1.118  0.10
H  -2.240  1.532  4.847  0.09
H  -1.533  1.241  7.555  0.09
C  -2.343  0.436  4.935  -0.05
C  -1.668  0.178  7.302  -0.06
N  -1.398  -0.092  5.897  -0.20
H  -2.210  -0.037  3.956  0.06
C  -0.211  -0.621  5.501  -0.32
O  0.109  -0.890  4.337  -0.01
H  -0.983  -0.428  7.903  0.08
H  0.440  -0.808  6.376  0.13
H  -3.351  0.224  5.313  0.09
H  -2.704  -0.093  7.541  0.09
H  -0.437  -4.835  3.166  0.09
H  -1.615  -4.120  0.335  0.09
C  -1.533  -4.904  3.201  -0.06
C  -2.475  -4.242  1.019  -0.05
N  -2.149  -3.885  2.383  -0.20
H  -1.865  -4.728  4.229  0.09
C  -2.248  -2.614  2.841  -0.30
O  -2.782  -1.681  2.216  -0.02
H  -3.303  -3.613  0.673  0.09
H  -1.789  -2.495  3.841  0.12
H  -1.841  -5.889  2.834  0.09
H  -2.750  -5.307  1.006  0.08
O  1.575  0.267  -1.524  -0.41
C  2.223  -0.081  -2.792  -0.30
C  0.892  -0.077  -5.152  -0.09
C  1.610  0.550  -4.096  -0.17
H  0.635  -1.153  -5.113  0.09
C  0.429  0.679  -6.273  -0.07
H  3.177  0.453  -2.675  0.07
C  1.982  1.882  -4.301  -0.04
H  -0.178  0.191  -7.059  0.11
C  0.767  2.026  -6.394  -0.10
C  1.550  2.619  -5.410  -0.08
H  2.591  2.342  -3.525  0.09
H  0.446  2.609  -7.260  0.10
H  1.864  3.645  -5.528  0.10
Si  -1.032  -0.762  -2.396  0.26
Cl  -0.185  -2.659  -2.421  0.44
C  -1.913  -1.164  -4.058  -0.27
C  -1.072  1.176  -2.815  -0.18
C  -1.802  -0.606  -0.684  -0.20
H  -2.270  -0.278  -4.614  0.03
H  -2.759  -1.718  -3.608  0.02
H  -1.350  -1.815  -4.767  0.02
H  -2.079  -1.637  -0.455  -0.01
H  -2.714  -0.006  -0.807  0.03
H  -1.202  -0.198  0.147  0.04
H  -0.929  1.330  -3.900  0.02
H  -0.478  1.874  -2.196  0.01
H  -2.130  1.358  -2.576  0.03
F  3.326  1.648  5.995  0.01
C  2.969  1.660  4.663  -0.28
C  2.093  2.636  4.228  -0.02
C  1.701  2.615  2.869  -0.12
C  2.221  1.664  2.034  -0.23
C  3.085  0.691  2.452  -0.13
C  3.481  0.693  3.805  -0.01
H  1.708  3.359  4.938  0.11
H  0.972  3.338  2.535  0.07
H  3.458  -0.069  1.770  0.09
H  4.165  -0.040  4.204  0.11

***

The following is a DFT calculation (ωB97M-V/def2-TZVPD) of a molecular structure, C29H47Cl2IrN2PS.

The expectation value of S² is 8.80. The spin multiplicity is 6. The HOMO energy (spin up / spin down) comes out at -6.149 / -7.667 eV. The LUMO energy (spin up / spin down) is 0.192 / -2.354 eV. As for the frontier orbital gap (spin up / spin down): 6.34 / 5.31 eV. Its energy is -3006.87676 hartree.

Last column: Löwdin charge in e.
Element x y z (Å)
P  1.728  0.818  -0.068  1.11
C  2.399  0.291  -1.745  -0.46
C  3.883  0.524  -2.080  -0.21
C  4.159  0.201  -3.558  -0.20
C  3.752  -1.238  -3.900  -0.21
C  2.284  -1.497  -3.541  -0.20
C  2.005  -1.162  -2.068  -0.22
C  2.495  -0.298  1.232  -0.46
C  3.993  -0.625  1.153  -0.21
C  4.457  -1.373  2.413  -0.20
C  3.637  -2.652  2.630  -0.21
C  2.135  -2.345  2.682  -0.20
C  1.674  -1.588  1.428  -0.23
C  2.674  2.411  0.211  -0.48
C  2.274  3.435  -0.869  -0.23
C  2.981  4.783  -0.667  -0.20
C  2.705  5.350  0.730  -0.21
C  3.097  4.340  1.815  -0.20
C  2.391  2.991  1.609  -0.22
H  1.813  0.930  -2.426  0.10
H  4.512  -0.114  -1.450  0.10
H  4.171  1.559  -1.871  0.09
H  5.221  0.361  -3.784  0.11
H  3.590  0.898  -4.189  0.11
H  3.926  -1.441  -4.964  0.11
H  4.389  -1.935  -3.336  0.11
H  1.639  -0.873  -4.177  0.11
H  2.019  -2.541  -3.745  0.11
H  0.948  -1.329  -1.830  0.10
H  2.588  -1.843  -1.433  0.10
H  2.339  0.300  2.144  0.09
H  4.339  -0.713  3.285  0.11
H  4.584  0.288  1.016  0.10
H  4.178  -1.261  0.277  0.10
H  5.525  -1.613  2.338  0.11
H  3.955  -3.156  3.551  0.10
H  3.834  -3.348  1.802  0.11
H  1.561  -3.273  2.794  0.11
H  1.922  -1.730  3.568  0.11
H  0.608  -1.341  1.497  0.08
H  1.792  -2.239  0.552  0.10
H  3.755  2.222  0.130  0.10
H  2.499  3.046  -1.868  0.09
H  1.185  3.582  -0.826  0.12
H  4.065  4.643  -0.794  0.11
H  2.659  5.492  -1.439  0.11
H  1.634  5.579  0.821  0.11
H  3.246  6.293  0.874  0.10
H  2.859  4.735  2.810  0.11
H  4.185  4.183  1.787  0.11
H  2.713  2.291  2.388  0.09
H  1.306  3.121  1.727  0.12
Ir  -2.789  0.225  0.124  0.70
Cl  -1.826  0.614  2.172  -0.16
Cl  -2.294  0.355  -2.112  -0.14
C  -3.927  -1.195  0.357  -0.42
H  -4.972  -1.085  0.660  0.01
C  -3.453  -2.568  0.292  -0.34
C  -4.201  -3.586  0.920  -0.06
C  -3.754  -4.903  0.920  -0.09
C  -2.556  -5.234  0.282  -0.10
C  -1.811  -4.241  -0.362  -0.08
C  -2.253  -2.923  -0.361  -0.08
H  -5.131  -3.324  1.419  0.10
H  -4.339  -5.674  1.413  0.10
H  -0.889  -4.500  -0.873  0.10
H  -1.693  -2.161  -0.898  0.05
H  -2.209  -6.263  0.277  0.10
S  -4.175  2.227  0.199  0.60
C  -5.616  1.473  0.197  -0.80
N  -6.287  1.241  1.433  0.01
C  -7.627  0.684  1.483  -0.20
C  -8.005  -0.007  0.166  -0.17
C  -7.697  0.895  -1.026  -0.20
N  -6.287  1.223  -1.032  0.01
H  -5.874  1.604  2.306  0.15
H  -8.336  1.507  1.717  0.12
H  -7.689  -0.074  2.292  0.13
H  -9.077  -0.296  0.184  0.13
H  -7.396  -0.931  0.057  0.12
H  -8.296  1.830  -0.974  0.13
H  -7.955  0.359  -1.964  0.13
H  -5.869  1.585  -1.902  0.15